Formula: C9H14O
Source: the OMol25 dataset
Level of theory: the ωB97M-V functional and the def2-TZVPD basis

Its charge is 0. The multiplicity is 1. The HOMO energy comes out at -8.48 eV. The calculated total energy is -426.49069 Eh. The SMILES is Cc1ccc(O)cc1.CC. Its LUMO energy is 0.79 eV.

Bonds (Å) are listed after each position.
Element x y z (Å)
1 C 1.345 -0.851 2.209  C2 1.590, H9 1.132, H10 1.104, H11 1.054
2 C 0.716 -1.349 0.836  C1 1.590, C3 1.404, C8 1.399
3 C 1.540 -1.527 -0.287  C2 1.404, C4 1.431, H12 1.169
4 C 0.956 -1.750 -1.574  C3 1.431, C5 1.432, H13 1.105
5 C -0.455 -1.523 -1.672  C4 1.432, O6 1.410, C7 1.390
6 O -1.216 -1.656 -2.852  C5 1.410, H14 1.058
7 C -1.198 -1.557 -0.498  C5 1.390, C8 1.394, H15 1.114
8 C -0.683 -1.361 0.783  C2 1.399, C7 1.394, H16 1.017
9 H 2.329 -0.329 2.009  C1 1.132
10 H 1.647 -1.689 2.861  C1 1.104
11 H 0.771 -0.178 2.782  C1 1.054
12 H 2.706 -1.565 -0.206  C3 1.169
13 H 1.544 -2.075 -2.450  C4 1.105
14 H -0.572 -1.514 -3.679  O6 1.058
15 H -2.277 -1.778 -0.666  C7 1.114
16 H -1.331 -1.373 1.567  C8 1.017
17 C -0.230 2.270 0.202  C18 1.564, H19 1.020, H20 1.107, H21 1.071
18 C -1.362 3.343 0.087  C17 1.564, H22 1.039, H23 1.128, H24 1.150
19 H 0.312 2.276 -0.661  C17 1.020
20 H 0.670 2.300 0.846  C17 1.107
21 H -0.513 1.275 0.481  C17 1.071
22 H -1.034 4.159 0.641  C18 1.039
23 H -2.395 2.938 0.290  C18 1.128
24 H -1.269 3.513 -1.047  C18 1.150